No. 1
A molecular structure, C24H33O6Pm in a non-equilibrium geometry, computed with wB97M-V/def2-TZVPD.

Summary:
Strongest force on any atom: 2.6 eV/Å
E_tot: -54260.7520 eV
HOMO energy: 2.050 eV
Kohn-Sham gap: 2.17 eV

```
! RIJCOSX wB97M-V def2-TZVPD def2/J DEFGRID3
* xyz -2 5
C 0.102 -2.878 -1.680
C -0.653 -1.600 -1.292
C 1.604 -2.584 -1.572
C 1.765 -1.032 -1.325
H 2.056 -2.868 -2.528
H 2.067 -3.206 -0.796
C 0.262 -0.484 -1.718
H -0.796 -1.572 -0.200
H -1.615 -1.600 -1.817
C -0.383 0.948 -1.602
H 0.328 -0.567 -2.819
H 2.434 -0.641 -2.114
C 2.493 -0.760 -0.074
C -0.392 -4.032 -0.824
C -0.262 -3.365 -3.090
O 0.499 -3.957 -3.837
O -0.526 -3.977 0.391
O -0.681 -5.134 -1.532
O -1.525 -3.090 -3.458
C -1.842 -3.691 -4.721
H -2.893 -3.466 -4.904
H -1.674 -4.770 -4.643
H -1.204 -3.275 -5.508
C -1.127 -6.237 -0.736
H -0.371 -6.492 0.020
H -1.266 -7.053 -1.441
H -2.072 -5.988 -0.230
O -0.932 1.503 -0.435
H -1.220 0.897 -2.319
H 0.383 1.640 -2.003
C 3.417 0.407 0.023
C 2.073 -1.440 1.164
H 2.803 -2.228 1.429
H 1.107 -1.969 1.103
H 2.030 -0.772 2.042
H 3.281 1.040 0.922
H 3.358 1.068 -0.853
H 4.465 0.060 0.057
Pm -0.438 2.575 1.271
C -0.049 5.357 1.032
C 0.103 4.892 -0.309
C -1.144 4.352 -0.727
H 1.018 4.941 -0.908
C -2.063 4.460 0.355
C -1.392 5.103 1.440
H -1.828 5.365 2.409
H 0.724 5.843 1.629
H -1.353 3.919 -1.708
H -3.105 4.119 0.344
C -0.615 1.223 3.836
C -1.525 2.315 3.841
C -2.509 2.073 2.835
H -1.494 3.173 4.523
C -2.204 0.822 2.214
C -1.022 0.303 2.825
H -0.521 -0.636 2.568
H 0.237 1.087 4.509
H -3.350 2.727 2.582
H -2.768 0.342 1.412
C 2.052 3.782 3.423
O 1.478 2.998 2.389
H 2.375 4.764 3.034
H 2.934 3.265 3.840
H 1.363 4.002 4.259
*
```

No. 2
A molecular structure, C24H34As2GdO8 in a non-equilibrium geometry, computed with wB97M-V/def2-TZVPD.

Summary:
Strongest force on any atom: 4.1 eV/Å
E_tot: -184314.7919 eV
HOMO energy (spin up / spin down): -8.533 / -11.350 eV
Kohn-Sham gap (spin up / spin down): 4.61 / 5.89 eV

```
! RIJCOSX wB97M-V def2-TZVPD def2/J DEFGRID3
* xyz 1 8
Gd -0.705 -1.367 -1.230
C 0.612 -0.871 -3.939
C 1.710 -1.092 -3.079
C 1.825 0.033 -2.238
C 0.800 0.944 -2.569
C 0.051 0.383 -3.624
C -1.114 0.961 -4.342
C 0.569 2.243 -1.889
C 2.910 0.286 -1.256
C 2.586 -2.292 -3.028
C 0.095 -1.747 -5.020
H -0.887 1.077 -5.406
H -1.402 1.935 -3.944
H -1.976 0.300 -4.259
H 1.451 2.882 -1.961
H 0.346 2.096 -0.830
H -0.270 2.785 -2.326
H 3.692 0.907 -1.701
H 3.374 -0.647 -0.927
H 2.532 0.806 -0.373
H 3.627 -2.019 -3.198
H 2.310 -3.030 -3.778
H 2.526 -2.779 -2.055
H 0.138 -1.231 -5.981
H -0.950 -2.001 -4.832
H 0.663 -2.674 -5.106
C -1.028 -5.045 0.945
O -0.980 -3.697 1.237
C 0.017 -3.097 1.942
O 0.946 -3.780 2.333
C -0.083 -1.613 2.214
C 0.782 -0.832 2.933
As 0.489 1.100 3.214
C 2.036 1.591 2.069
C -0.818 1.821 1.919
C -1.651 1.017 1.193
As -1.742 -0.920 1.441
C -2.633 -0.769 3.198
C -2.642 1.440 0.139
O -2.646 2.558 -0.345
O -3.514 0.514 -0.344
C -4.467 0.766 -1.308
C -0.798 3.333 1.903
O 0.035 3.917 2.584
O -1.723 4.073 1.249
C -1.768 5.452 1.257
C 2.038 -1.287 3.639
O 2.466 -2.424 3.555
O 2.712 -0.396 4.414
C 3.856 -0.694 5.125
H -1.947 -5.256 0.361
H -1.058 -5.637 1.885
H -0.143 -5.338 0.343
H 2.983 1.228 2.512
H 2.112 2.689 1.957
H 1.910 1.135 1.065
H -2.045 -0.147 3.900
H -2.757 -1.783 3.631
H -3.634 -0.311 3.059
H -5.029 -0.169 -1.514
H -3.982 1.105 -2.248
H -5.178 1.539 -0.949
H -2.623 5.791 0.637
H -0.830 5.867 0.832
H -1.909 5.824 2.294
H 4.197 0.214 5.662
H 4.660 -1.025 4.433
H 3.646 -1.493 5.868
H -1.771 -3.148 -1.346
*
```

No. 3
A single C24H34ClN3O2 molecule, computed with wB97M-V/def2-TZVPD.

Summary:
Strongest force on any atom: 0.5 eV/Å
E_tot: -46529.3005 eV
HOMO energy: -8.514 eV
Kohn-Sham gap: 9.04 eV
SMILES: Cc1ccc(Cl)cc1N1CCN(C(=O)[C@@H]2CCC(=O)N(C3CCCCCC3)C2)CC1

```
! RIJCOSX wB97M-V def2-TZVPD def2/J DEFGRID3
* xyz 0 1
C -0.725 -2.482 5.986
C -1.674 -1.333 6.147
C -2.310 -1.137 7.364
C -3.143 -0.056 7.591
C -3.335 0.854 6.568
C -2.731 0.680 5.337
C -1.904 -0.418 5.108
N -1.247 -0.599 3.879
C -0.990 0.568 3.064
H -0.671 1.390 3.707
C 0.137 0.229 2.079
N -0.242 -0.899 1.262
C -0.411 -0.945 -0.080
O -0.811 -1.954 -0.632
C -0.077 0.320 -0.869
C 0.104 -0.061 -2.347
N 0.142 1.109 -3.187
C -0.868 2.003 -3.111
O -0.939 3.004 -3.797
C -1.893 1.637 -2.056
C -1.201 1.368 -0.719
H -1.947 1.024 0.001
H -0.789 2.309 -0.348
H -2.436 0.747 -2.381
H -2.603 2.459 -1.961
C 1.205 1.288 -4.167
C 1.057 0.241 -5.276
C 2.096 0.375 -6.390
C 3.365 -0.432 -6.131
H 3.090 -1.467 -5.913
C 4.226 0.108 -4.993
H 4.574 1.112 -5.247
H 5.108 -0.531 -4.904
C 3.517 0.155 -3.640
C 2.584 1.357 -3.482
H 2.411 1.532 -2.417
H 3.114 2.235 -3.857
H 4.281 0.234 -2.862
H 2.987 -0.785 -3.475
H 3.968 -0.440 -7.042
H 2.348 1.428 -6.532
H 1.654 0.016 -7.321
H 1.099 -0.766 -4.858
H 0.058 0.375 -5.697
H 0.992 2.269 -4.607
H 1.036 -0.614 -2.462
H -0.716 -0.730 -2.635
H 0.870 0.729 -0.506
C -0.582 -2.061 2.061
C -1.691 -1.705 3.049
H -1.928 -2.565 3.672
H -2.598 -1.428 2.485
H -0.904 -2.851 1.382
H 0.309 -2.387 2.608
H 0.361 1.102 1.472
H 1.031 -0.045 2.653
H -1.878 0.884 2.490
H -2.916 1.400 4.556
Cl -4.355 2.231 6.820
H -3.623 0.084 8.546
H -2.135 -1.841 8.164
H -1.249 -3.390 5.686
H 0.024 -2.250 5.233
H -0.227 -2.688 6.931
*
```

No. 4
A molecular structure, C24H34F12LiN3O13S4 in a non-equilibrium geometry, computed with wB97M-V/def2-TZVPD.

Summary:
Strongest force on any atom: 3.9 eV/Å
E_tot: -132683.4125 eV
HOMO energy: -8.892 eV
Kohn-Sham gap: 7.15 eV

```
! RIJCOSX wB97M-V def2-TZVPD def2/J DEFGRID3
* xyz 0 1
Li -0.368 1.059 1.277
C 4.491 -3.600 1.943
C 3.296 -3.916 1.087
N 2.332 -2.760 0.951
C 2.901 -1.534 0.300
C 1.121 -3.179 0.078
C 1.511 -3.807 -1.272
C 1.773 -2.224 2.298
C 1.030 -3.204 3.195
O 1.918 -4.208 3.703
C 1.628 -4.724 4.975
H 4.158 -2.994 2.745
H 5.284 -3.131 1.459
H 4.872 -4.550 2.390
H 2.710 -4.703 1.562
H 3.625 -4.204 0.103
H 3.868 -1.264 0.759
H 2.153 -0.738 0.309
H 3.157 -1.785 -0.740
H 0.613 -2.261 -0.070
H 0.623 -3.960 0.647
H 2.044 -3.060 -1.869
H 0.564 -4.082 -1.746
H 1.854 -4.785 -1.052
H 1.103 -1.473 1.953
H 2.654 -1.831 2.805
H 0.160 -3.707 2.748
H 0.566 -2.601 4.048
H 1.297 -3.887 5.602
H 2.494 -5.183 5.451
H 0.813 -5.383 4.961
C -4.342 -2.615 -2.276
N -3.749 -1.248 -2.520
C -4.478 -0.284 -3.147
C -3.935 0.923 -3.484
C -2.649 1.212 -3.015
C -2.022 0.289 -2.200
C -2.536 -0.982 -2.045
C -2.032 2.535 -3.220
C -2.200 3.472 -2.232
C -1.764 4.748 -2.506
N -1.287 5.070 -3.756
C -0.985 4.082 -4.618
C -1.370 2.773 -4.430
C -0.881 6.450 -4.014
H -4.486 -2.823 -1.164
H -3.647 -3.421 -2.571
H -5.185 -2.741 -2.892
H -5.503 -0.616 -3.396
H -4.634 1.581 -3.972
H -1.221 0.588 -1.529
H -1.993 -1.725 -1.470
H -2.602 3.299 -1.251
H -1.922 5.583 -1.817
H -0.536 4.484 -5.507
H -1.252 1.962 -5.167
H -1.575 7.193 -3.675
H -0.651 6.516 -5.055
H 0.088 6.640 -3.547
C 1.592 1.111 4.327
F 0.460 1.794 4.226
F 2.311 1.581 5.269
F 1.379 -0.230 4.616
S 2.614 1.400 2.818
O 3.533 0.279 2.938
O 1.611 1.247 1.700
O 3.113 2.708 2.974
C 1.907 1.868 -2.404
F 2.927 2.242 -3.214
F 2.287 2.080 -1.116
F 0.916 2.741 -2.664
S 1.345 0.164 -2.646
O 0.526 0.443 -3.813
O 2.496 -0.701 -2.955
O 0.704 -0.187 -1.406
C 0.074 4.610 0.605
F 0.251 4.463 -0.686
F 1.170 4.140 1.195
F -0.100 5.959 0.929
S -1.442 3.882 1.294
O -1.387 2.523 0.805
O -1.247 3.938 2.701
O -2.410 4.700 0.640
C -2.976 -0.759 3.254
F -2.151 -1.357 4.162
F -4.191 -1.198 3.475
F -3.070 0.581 3.312
S -2.398 -1.257 1.599
O -1.088 -0.615 1.520
O -2.238 -2.683 1.707
O -3.410 -0.737 0.716
*
```